This record from the OMol25 dataset describes a structure of composition C49H62BaNOP4S4Te in a non-equilibrium geometry. The level of theory is the ωB97M-V functional and the def2-TZVPD basis.

The geometry in XYZ format:
```
123
Properties=species:S:1:pos:R:3
Ba 0.46 -0.61 0.81
C 1.15 -5.13 0.92
P 0.22 -3.89 1.91
C 0.67 -4.42 3.60
C -1.48 -4.58 1.79
C -1.98 -4.64 0.35
P -1.87 -3.04 -0.58
C -3.57 -2.40 -0.34
C -2.01 -3.70 -2.28
H 0.88 -6.15 1.19
H 2.22 -4.99 1.12
H 0.99 -4.97 -0.15
H 0.47 -5.48 3.76
H 0.11 -3.84 4.33
H 1.73 -4.21 3.77
H -2.14 -3.96 2.40
H -1.50 -5.58 2.22
H -3.02 -4.98 0.32
H -1.40 -5.37 -0.21
H -4.31 -3.14 -0.62
H -3.72 -1.50 -0.93
H -3.73 -2.13 0.71
H -2.85 -4.38 -2.37
H -1.09 -4.23 -2.53
H -2.14 -2.87 -2.98
C 3.75 -4.29 -2.95
C 3.96 -3.41 -1.73
S 2.75 -2.11 -1.42
C 2.90 -0.97 -2.82
C 2.28 -1.39 -4.15
S 0.59 -2.02 -3.95
C 0.58 -3.45 -5.05
C 1.66 -4.52 -4.85
S 2.07 -4.98 -3.14
H 4.45 -5.12 -2.88
H 4.00 -3.75 -3.86
H 4.96 -2.98 -1.77
H 3.91 -4.02 -0.82
H 3.95 -0.71 -2.96
H 2.40 -0.06 -2.46
H 2.88 -2.16 -4.62
H 2.27 -0.53 -4.81
H 0.63 -3.12 -6.09
H -0.41 -3.88 -4.90
H 2.59 -4.25 -5.35
H 1.31 -5.43 -5.34
N -1.82 2.23 -0.81
P -2.49 1.21 0.37
C -4.25 1.17 -0.11
C -5.21 0.90 0.86
C -6.53 0.73 0.50
C -6.91 0.84 -0.83
C -5.96 1.12 -1.80
C -4.63 1.28 -1.45
C -2.54 2.24 1.87
C -1.80 1.80 2.96
C -1.72 2.56 4.12
C -2.39 3.77 4.19
C -3.14 4.22 3.10
C -3.22 3.45 1.95
P -0.38 1.84 -1.62
C -0.75 2.32 -3.33
C -0.95 3.65 -3.72
C -1.31 3.95 -5.02
C -1.47 2.93 -5.95
C -1.27 1.61 -5.58
C -0.92 1.31 -4.27
C 0.72 3.21 -1.11
C 1.80 3.57 -1.91
C 2.68 4.56 -1.50
C 2.50 5.18 -0.28
C 1.45 4.80 0.54
C 0.57 3.82 0.13
H -2.21 3.16 -0.93
H -4.92 0.82 1.90
H -7.28 0.53 1.26
H -7.95 0.72 -1.11
H -6.26 1.21 -2.84
H -3.89 1.48 -2.21
H -1.28 0.85 2.94
H -1.16 2.19 4.97
H -2.34 4.37 5.09
H -3.67 5.16 3.16
H -3.82 3.80 1.12
H -0.81 4.45 -3.00
H -1.46 4.98 -5.31
H -1.75 3.17 -6.97
H -1.39 0.82 -6.31
H -0.77 0.27 -3.99
H 1.94 3.10 -2.88
H 3.50 4.85 -2.15
H 3.19 5.96 0.04
H 1.32 5.27 1.51
H -0.25 3.53 0.79
C 4.73 -0.13 1.23
S 3.83 0.96 0.11
O 2.38 0.69 0.43
C 4.24 2.48 0.93
C 3.61 2.83 2.12
C 3.99 4.00 2.76
C 4.98 4.81 2.21
C 5.60 4.45 1.02
C 5.22 3.28 0.37
H 4.36 0.02 2.24
H 5.78 0.13 1.17
H 4.56 -1.15 0.90
H 2.84 2.19 2.54
H 3.52 4.29 3.68
H 5.28 5.72 2.71
H 6.37 5.08 0.59
H 5.68 3.00 -0.57
Te 1.83 -0.62 3.73
C 0.13 -0.79 4.98
C 0.17 -0.35 6.29
C -0.96 -0.41 7.10
C -2.15 -0.92 6.61
C -2.20 -1.38 5.30
C -1.07 -1.32 4.50
H 1.09 0.06 6.69
H -0.91 -0.06 8.12
H -3.03 -0.97 7.24
H -3.12 -1.79 4.90
H -1.12 -1.70 3.48
```

Its total charge is +1. As for the energy: -5285.97258 Ha.

This record from the OMol25 dataset describes a structure of composition C49H62IN7OSeW in a non-equilibrium geometry. The level of theory is the ωB97M-V functional and the def2-TZVPD basis.

The geometry in XYZ format:
```
122
Properties=species:S:1:pos:R:3
W 0.40 -0.03 -0.84
C 0.63 -3.78 -3.09
C 1.25 -2.63 -3.89
C 2.00 -1.64 -3.06
C 3.30 -1.91 -2.48
C 4.08 -3.18 -2.69
C 4.58 -3.86 -1.42
C 3.60 -0.87 -1.65
C 4.17 -0.91 -0.31
C 3.27 -1.07 0.68
C 3.61 -1.64 1.99
C 4.99 -1.76 2.54
C 5.63 -3.13 2.28
C 2.46 -2.07 2.55
C 1.37 -1.60 1.70
C 0.08 -1.53 2.21
C -0.74 -0.43 2.00
N -0.44 0.49 1.04
C -1.05 1.67 1.42
C -0.64 2.89 0.88
C 0.44 2.99 0.04
N 1.06 1.88 -0.53
C 2.17 2.36 -1.25
C 2.97 1.49 -1.86
C 1.55 -0.42 -2.64
N 2.60 0.11 -1.81
C 2.21 3.81 -1.13
C 1.16 4.18 -0.36
C 0.78 5.56 0.08
C 1.24 5.85 1.52
C 3.20 4.68 -1.84
C 2.79 4.95 -3.29
C -1.86 1.44 2.58
C -1.67 0.14 2.96
C -2.17 -0.54 4.20
C -3.66 -0.92 4.17
C -2.58 2.51 3.33
C -1.68 3.23 4.34
N 1.85 -1.02 0.56
C 2.29 -2.74 3.88
C 2.03 -1.73 5.01
H -0.08 -4.35 -3.70
H 0.10 -3.43 -2.21
H 1.39 -4.48 -2.75
H 0.47 -2.10 -4.44
H 1.93 -3.03 -4.65
H 4.93 -2.96 -3.34
H 3.45 -3.87 -3.25
H 5.33 -3.26 -0.91
H 5.03 -4.83 -1.66
H 3.76 -4.04 -0.72
H 5.23 -1.00 -0.09
H 4.95 -1.58 3.62
H 5.62 -0.97 2.13
H 5.04 -3.92 2.74
H 6.64 -3.17 2.70
H 5.69 -3.33 1.22
H -0.16 -2.18 3.05
H -1.09 3.80 1.26
H 3.87 1.75 -2.39
H -0.30 5.69 0.01
H 1.23 6.29 -0.59
H 0.82 5.13 2.22
H 0.93 6.85 1.83
H 2.32 5.79 1.60
H 4.18 4.19 -1.82
H 3.32 5.62 -1.30
H 2.74 4.02 -3.86
H 3.50 5.61 -3.78
H 1.81 5.42 -3.32
H -1.98 0.12 5.05
H -1.60 -1.45 4.38
H -4.30 -0.04 4.11
H -3.91 -1.47 5.07
H -3.87 -1.57 3.33
H -3.44 2.07 3.85
H -2.99 3.24 2.63
H -1.29 2.52 5.07
H -2.23 4.00 4.88
H -0.83 3.69 3.85
H 3.19 -3.31 4.11
H 1.47 -3.46 3.83
H 2.86 -1.04 5.11
H 1.89 -2.24 5.96
H 1.13 -1.14 4.81
Se -0.84 2.67 -2.64
N -0.93 0.91 -2.30
C -1.49 0.33 -3.37
C -1.78 -1.07 -3.55
C -2.38 -1.46 -4.69
C -2.74 -0.55 -5.74
C -2.49 0.77 -5.62
C -1.86 1.24 -4.42
N -1.57 2.51 -4.21
H -1.54 -1.79 -2.78
H -2.61 -2.51 -4.81
H -3.22 -0.93 -6.63
H -2.75 1.49 -6.39
C -5.87 -0.76 -1.23
C -4.92 0.08 -0.38
C -5.10 1.56 -0.73
C -5.23 -0.13 1.10
C -3.47 -0.29 -0.70
H -6.91 -0.53 -1.00
H -5.72 -1.83 -1.06
H -5.71 -0.56 -2.30
H -6.14 1.87 -0.61
H -4.81 1.76 -1.77
H -4.48 2.19 -0.08
H -6.22 0.27 1.34
H -4.50 0.40 1.72
H -5.21 -1.18 1.37
H -2.81 0.48 -0.28
N -1.45 -3.49 -0.03
C -1.83 -2.20 -0.32
O -0.72 -1.46 -0.73
C -3.05 -1.66 -0.26
I -3.78 -4.46 2.40
H -0.53 -3.57 0.37
H -2.15 -3.97 0.56
H -3.80 -2.35 0.12
H -3.38 -0.20 -1.79
```

Its expectation value of S² is 2.11. As for the energy: -5129.07439 Ha. The spin multiplicity is 3.

This record from the OMol25 dataset describes a cluster of 8 separate species, C49H63NO24 in total. The level of theory is the ωB97M-V functional and the def2-TZVPD basis.

The geometry in XYZ format:
```
137
Properties=species:S:1:pos:R:3
C 2.71 0.85 1.44
C 1.36 0.82 0.72
C 1.26 1.80 -0.44
O 2.22 1.58 -1.45
C 1.79 0.69 -2.46
C 2.22 -0.72 -2.17
C 1.30 -1.77 -2.20
C 1.68 -3.07 -1.88
C 2.99 -3.31 -1.50
C 3.93 -2.28 -1.49
C 3.55 -0.99 -1.84
C 5.31 -2.60 -1.08
O 6.28 -2.04 -1.53
C 5.43 -3.67 -0.05
N 6.50 -3.60 0.87
C 4.52 -4.67 -0.04
C 4.52 -5.77 0.96
C 3.59 -5.49 2.13
C 3.40 -6.48 3.09
C 2.58 -6.27 4.18
C 1.89 -5.07 4.33
C 2.05 -4.09 3.37
C 2.90 -4.29 2.28
C 3.45 -4.66 -1.08
O 3.00 -5.68 -1.54
H 2.57 0.58 2.49
H 3.17 1.83 1.43
H 3.41 0.13 1.03
H 1.16 -0.19 0.38
H 0.58 1.11 1.43
H 0.23 1.78 -0.82
H 1.44 2.79 -0.02
H 2.19 1.04 -3.41
H 0.70 0.70 -2.56
H 0.27 -1.55 -2.47
H 0.98 -3.89 -1.90
H 4.28 -0.19 -1.82
H 7.24 -3.05 0.44
H 6.21 -3.07 1.69
H 4.19 -6.69 0.49
H 5.54 -5.90 1.33
H 3.90 -7.43 3.00
H 2.45 -7.05 4.92
H 1.24 -4.90 5.17
H 1.52 -3.15 3.45
H 3.00 -3.49 1.56
C -2.57 0.19 3.94
C -2.24 0.79 2.60
C -3.43 1.13 1.74
O -2.88 1.04 0.42
C -1.84 0.18 0.47
O -1.22 -0.17 -0.48
O -1.55 -0.14 1.75
H -1.66 -0.06 4.49
H -3.15 0.89 4.54
H -3.15 -0.73 3.82
H -1.59 1.67 2.72
H -3.82 2.14 1.91
H -4.23 0.40 1.83
C -0.30 6.46 -0.43
C -1.15 5.29 -0.01
C -2.64 5.49 -0.12
O -3.14 4.60 0.88
C -2.18 4.46 1.82
O -2.35 3.92 2.87
O -1.02 5.02 1.41
H 0.76 6.25 -0.28
H -0.46 6.68 -1.49
H -0.54 7.35 0.16
H -0.84 4.39 -0.54
H -3.05 5.23 -1.09
H -2.94 6.51 0.14
C -3.75 6.02 5.23
C -4.05 4.58 4.95
C -4.98 4.31 3.80
O -5.57 3.05 4.18
C -5.54 2.98 5.53
O -6.11 2.14 6.17
O -4.79 3.97 6.04
H -3.10 6.12 6.10
H -3.25 6.47 4.37
H -4.67 6.57 5.43
H -3.12 4.01 4.83
H -4.47 4.22 2.84
H -5.78 5.06 3.72
C -7.75 -0.28 4.17
C -7.31 0.34 2.87
C -8.42 0.68 1.90
O -7.72 0.61 0.63
C -6.70 -0.26 0.77
O -6.03 -0.68 -0.12
O -6.53 -0.58 2.08
H -6.88 -0.53 4.78
H -8.37 0.42 4.73
H -8.30 -1.20 4.00
H -6.68 1.21 3.07
H -8.84 1.68 2.05
H -9.21 -0.05 1.89
C -14.02 -2.09 4.25
C -13.16 -1.23 3.36
C -11.67 -1.46 3.47
O -11.15 -0.18 3.10
C -12.08 0.76 3.41
O -11.88 1.93 3.40
O -13.25 0.16 3.74
H -15.07 -1.83 4.14
H -13.90 -3.14 3.99
H -13.76 -1.95 5.30
H -13.49 -1.31 2.32
H -11.30 -2.23 2.80
H -11.36 -1.68 4.49
C 6.73 -2.94 -4.80
C 7.27 -1.59 -5.19
C 6.38 -0.42 -4.85
O 6.76 0.54 -5.86
C 7.21 -0.14 -6.93
O 7.43 0.34 -7.99
O 7.37 -1.45 -6.63
H 7.41 -3.74 -5.11
H 6.61 -2.98 -3.72
H 5.77 -3.12 -5.27
H 8.27 -1.44 -4.78
H 6.55 -0.02 -3.86
H 5.32 -0.66 -4.98
C 11.32 1.56 -8.61
C 11.54 0.72 -9.83
C 10.93 -0.66 -9.78
O 11.79 -1.39 -10.67
C 13.00 -0.79 -10.67
O 13.99 -1.25 -11.15
O 12.93 0.40 -10.02
H 11.82 2.53 -8.70
H 10.26 1.73 -8.46
H 11.73 1.07 -7.72
H 11.20 1.25 -10.73
H 9.90 -0.70 -10.13
H 11.00 -1.11 -8.79
```

Its structure (SMILES) is CCCOCc1ccc2c(c1)C(=O)C(N)=C(Cc1ccccc1)C2=O.C[C@@H]1COC(=O)O1.C[C@@H]1COC(=O)O1.C[C@@H]1COC(=O)O1.C[C@@H]1COC(=O)O1.C[C@@H]1COC(=O)O1.C[C@@H]1COC(=O)O1.C[C@@H]1COC(=O)O1. As for the energy: -3765.61634 Ha.